a:
C4H3F | ωB97M-V with the def2-TZVPD basis set

Values from the calculation:
LUMO energy = 0.34 eV
Structure (SMILES) = C#CC(=C)F

Positions of all 8 atoms, in Å:
C: 2.15 0.41 -0.02
C: 0.89 0.24 -0.15
C: -0.53 0.38 -0.04
C: -1.43 -0.64 -0.06
F: -0.97 1.69 -0.06
H: 3.16 0.09 0.23
H: -0.77 -1.63 -0.29
H: -2.50 -0.55 0.38


b:
C4H3F | ωB97M-V with the def2-TZVPD basis set

Values from the calculation:
LUMO energy (alpha / beta) = -0.98 / -0.11 eV

Positions of all 8 atoms, in Å:
C: 0.07 -0.06 0.03
C: 0.33 -1.31 -0.06
C: -1.31 0.45 0.06
C: -2.27 -0.44 0.13
F: -3.52 -0.10 -0.10
H: 1.00 0.65 -0.17
H: 1.20 -2.05 -0.17
H: -1.56 1.46 -0.05


Most stable: a (next structure +62.8 kcal/mol)